Density functional theory data (ωB97M-V/def2-TZVPD) for C6H12N2 as an isolated structure.

Its spin multiplicity is 1. The HOMO-LUMO gap is 9.666 eV. The net charge is 0. The value obtained for the highest occupied orbital energy is -9.105 eV. The value obtained for the LUMO energy is 0.0206 Ha. Its energy relative to the best compared isomer or geometry (same formula, charge and spin) is 210.6 kcal per mole.

XYZ file:
```
20
Properties=species:S:1:pos:R:3:forces:R:3:lowdin_charge:R:1
C -0.696 -2.317 0.500 3.31 5.10 0.04 -0.016
C -0.876 -0.979 -0.391 4.83 -0.27 -0.10 -0.243
C -1.055 0.427 0.248 5.99 -2.89 4.01 -0.078
C 0.379 1.377 0.434 1.21 -3.87 0.41 -0.376
C 1.307 0.036 -0.002 -1.69 1.70 4.19 -0.315
C 0.571 -0.572 -0.997 -3.12 1.53 -3.60 -0.324
H -0.100 -3.114 0.023 -0.87 0.41 0.19 0.091
H -0.090 -1.770 1.334 -0.99 -2.10 -0.80 0.089
H -1.662 -2.367 0.792 -2.85 -1.82 1.45 0.020
H -1.610 -1.078 -1.100 -1.52 -0.62 -2.10 0.083
H -1.692 1.099 -0.023 -4.46 3.33 -2.21 0.024
H -1.120 0.258 1.293 -1.20 -0.19 1.31 0.088
H 0.687 1.622 1.531 -1.02 -0.82 -1.71 0.130
H 0.850 3.322 0.493 -1.98 -2.41 -4.17 0.199
H -0.813 2.836 -0.194 3.94 -0.56 -1.01 0.141
H 0.895 -0.452 0.974 2.68 -0.12 -1.27 0.116
H 2.364 -0.338 -1.884 -0.28 -1.02 3.03 0.138
H 0.252 0.342 -1.724 1.20 -2.30 0.61 0.165
N 0.316 2.512 -0.385 -1.95 5.50 4.17 -0.044
N 2.093 -0.844 -0.923 -1.22 1.42 -2.44 0.110
```
Forces are in eV/Å.

---

Density functional theory data (ωB97M-V/def2-TZVPD) for C50H36Cl3CoF4N10S4Si as an isolated structure.

Its expectation value of S² is 3.98. Its spin multiplicity is 4. The HOMO-LUMO gap (alpha / beta) is 5.367 / 5.642 eV. The net charge is +1. The value obtained for the highest occupied orbital energy (alpha / beta) is -8.814 / -9.374 eV. The value obtained for the LUMO energy (alpha / beta) is -0.1267 / -0.1371 Ha.

XYZ file:
```
109
Properties=species:S:1:pos:R:3:forces:R:3:lowdin_spin:R:1
Co 0.143 0.838 -0.875 0.77 -0.98 -0.97 2.084
N -1.318 0.102 0.064 -0.80 -0.04 0.78 0.008
S -2.719 0.204 0.468 0.76 -0.45 0.08 0.016
N -3.237 1.609 1.161 -0.42 0.56 -0.44 0.006
S -3.367 2.084 2.610 0.73 -0.37 0.17 0.002
N -2.167 1.862 3.604 -0.38 0.33 0.21 0.000
S -0.612 2.118 3.308 0.12 -0.61 -0.36 -0.005
N 0.007 1.005 2.547 0.02 0.80 -0.17 -0.027
C 0.047 2.237 4.953 -0.23 0.15 -0.08 -0.002
C -0.691 2.793 5.989 -0.13 -0.07 -0.01 0.000
C -0.070 2.995 7.211 -0.05 0.02 0.05 0.000
C 1.265 2.653 7.382 0.00 -0.05 -0.06 0.000
C 1.979 2.073 6.343 -0.03 0.05 0.07 0.000
C 1.370 1.865 5.116 0.05 -0.07 -0.23 0.000
C -0.363 3.743 2.606 -0.13 -0.01 0.26 -0.001
C -0.254 4.866 3.416 -0.06 0.01 0.08 0.000
C -0.018 6.094 2.820 -0.01 -0.02 0.09 0.000
C 0.129 6.189 1.442 -0.03 0.02 0.01 0.000
C 0.009 5.061 0.645 -0.08 0.02 -0.06 0.001
C -0.259 3.835 1.230 -0.12 -0.24 0.01 0.000
C -4.710 1.336 3.497 0.19 0.06 0.11 0.000
C -4.447 0.466 4.543 0.13 0.10 0.00 0.000
C -5.518 -0.078 5.232 -0.12 0.04 -0.03 0.000
C -6.817 0.241 4.858 0.09 -0.04 0.09 0.000
C -7.059 1.094 3.788 -0.05 0.00 -0.05 0.000
C -6.000 1.658 3.097 -0.01 -0.02 -0.14 0.000
C -3.780 3.817 2.583 -0.04 -0.18 -0.08 0.000
C -3.553 4.601 1.470 0.03 -0.26 -0.17 0.000
C -3.859 5.950 1.533 0.03 0.16 -0.01 0.000
C -4.374 6.495 2.700 0.01 -0.01 -0.06 0.000
C -4.580 5.696 3.818 0.01 -0.03 0.07 0.000
C -4.283 4.346 3.766 0.05 -0.13 0.16 0.000
C -3.882 -0.053 -0.869 0.00 0.20 0.24 -0.001
C -5.180 0.432 -0.864 0.02 0.13 0.08 0.000
C -6.011 0.116 -1.928 -0.06 0.00 0.06 0.000
C -5.543 -0.682 -2.963 0.05 -0.03 -0.03 0.000
C -4.241 -1.167 -2.951 -0.07 0.04 0.04 0.000
C -3.401 -0.853 -1.895 0.18 0.00 0.10 0.000
C -3.154 -1.068 1.650 -0.22 0.09 -0.18 0.002
C -4.489 -1.390 1.854 -0.07 -0.13 0.00 0.001
C -4.808 -2.369 2.781 0.03 0.06 -0.03 0.000
C -3.797 -3.007 3.487 0.02 -0.03 0.04 0.000
C -2.466 -2.689 3.255 0.00 0.04 0.07 0.000
C -2.133 -1.716 2.324 0.13 0.17 -0.10 0.001
H -1.732 3.050 5.839 0.02 0.02 0.02 0.000
H -0.629 3.421 8.033 -0.01 0.02 -0.01 0.000
H 1.747 2.839 8.333 0.00 -0.04 0.01 0.000
H 3.013 1.786 6.479 0.01 0.01 0.02 0.000
H 1.914 1.424 4.291 0.03 -0.01 -0.02 0.000
H -0.344 4.786 4.490 0.05 0.06 0.00 0.000
H 0.068 6.974 3.443 0.02 0.01 -0.03 0.000
H 0.337 7.150 0.991 0.01 -0.01 -0.01 0.000
H 0.122 5.117 -0.429 0.01 -0.01 0.01 0.000
H -0.396 2.950 0.626 0.09 0.06 -0.13 0.001
H -3.424 0.232 4.803 -0.04 -0.01 0.05 0.000
H -5.336 -0.746 6.063 0.00 -0.02 -0.01 0.000
H -7.648 -0.168 5.418 -0.02 -0.02 -0.05 0.000
H -8.073 1.330 3.496 0.00 0.02 0.01 0.000
H -6.180 2.345 2.275 0.02 -0.04 0.05 0.000
H -3.151 4.154 0.577 0.01 -0.06 -0.25 0.000
H -3.697 6.575 0.666 0.00 -0.02 0.00 0.000
H -4.624 7.547 2.741 0.02 0.00 -0.01 0.000
H -4.978 6.122 4.728 -0.02 -0.01 0.00 0.000
H -4.447 3.704 4.622 -0.03 0.08 0.04 0.000
H -5.528 1.048 -0.045 -0.03 0.09 -0.09 0.000
H -7.030 0.481 -1.945 0.02 0.06 0.01 0.000
H -6.202 -0.933 -3.783 0.01 0.02 -0.02 0.000
H -3.880 -1.793 -3.755 0.01 0.02 -0.03 0.000
H -2.381 -1.211 -1.852 0.00 -0.01 -0.10 0.000
H -5.272 -0.903 1.290 -0.02 0.00 0.02 0.000
H -5.845 -2.625 2.952 0.00 -0.03 -0.01 0.000
H -4.048 -3.763 4.219 0.00 -0.03 -0.02 0.000
H -1.680 -3.196 3.799 0.00 -0.03 -0.02 0.000
H -1.104 -1.462 2.103 -0.04 -0.03 0.07 0.000
C 5.137 1.029 -1.184 -0.01 -0.11 0.05 0.001
N 3.826 0.552 -1.590 0.18 0.45 0.11 0.004
C 3.295 -0.589 -1.212 -0.30 -0.45 -0.04 0.011
N 4.039 -1.487 -0.564 0.22 0.18 0.04 0.007
S 1.676 -1.021 -1.620 -0.23 0.35 0.13 0.033
H 5.328 1.970 -1.691 0.02 -0.02 -0.01 0.000
H 5.911 0.316 -1.472 0.02 0.05 -0.03 0.000
H 5.172 1.201 -0.106 0.03 -0.02 0.00 0.000
H 3.194 1.230 -1.994 -0.18 -0.06 -0.03 0.001
H 4.966 -1.271 -0.234 0.00 -0.07 -0.05 0.000
H 3.595 -2.331 -0.249 -0.04 0.01 0.03 0.000
Cl 2.771 1.766 1.610 -0.04 -0.01 -0.22 -0.038
Si 1.046 0.661 1.195 -0.02 0.07 0.83 -0.145
Cl 1.576 -1.244 1.762 0.06 -0.38 0.05 -0.029
Cl 1.276 2.597 -1.454 0.44 0.75 0.23 0.039
F -3.134 2.702 -2.128 0.24 -0.19 0.26 -0.005
C -3.789 2.838 -3.290 -0.11 0.02 -0.29 0.003
C -5.082 3.266 -3.235 -0.05 -0.07 -0.13 0.063
F -5.631 3.425 -2.031 0.10 0.12 0.40 0.015
C -5.862 3.557 -4.379 -0.13 0.01 0.14 0.030
C -5.163 3.384 -5.598 0.02 -0.02 0.09 0.051
C -3.888 2.897 -5.654 0.07 0.00 0.15 -0.005
F -3.351 2.683 -6.849 -0.11 0.04 -0.21 -0.007
C -3.127 2.569 -4.505 0.02 -0.16 0.06 0.086
C -1.826 1.988 -4.602 -0.08 -0.11 0.16 0.082
C -1.197 1.321 -3.547 -0.04 0.25 0.28 0.037
N -0.658 0.778 -2.673 -0.91 0.11 -0.69 0.070
C -1.094 1.989 -5.816 0.33 -0.02 -0.21 0.010
N -0.451 1.988 -6.772 0.05 -0.03 0.03 0.036
F -5.784 3.645 -6.739 -0.03 -0.02 -0.17 0.014
C -7.219 3.960 -4.293 0.38 -0.09 -0.12 0.241
C -7.971 4.363 -5.423 -0.09 0.10 -0.17 0.027
N -8.606 4.719 -6.316 -0.05 -0.02 0.04 0.128
C -7.926 3.965 -3.067 -0.11 -0.05 0.34 0.030
N -8.495 3.938 -2.063 -0.03 0.02 -0.16 0.124
```
Forces are in eV/Å.

---

Density functional theory data (ωB97M-V/def2-TZVPD) for C52H44MnNO2SbSe as an isolated structure.

Its expectation value of S² is 3.91. Its spin multiplicity is 4. The HOMO-LUMO gap (alpha / beta) is 4.386 / 4.630 eV. The net charge is -2. The value obtained for the highest occupied orbital energy (alpha / beta) is -0.276 / -0.522 eV. The value obtained for the LUMO energy (alpha / beta) is 0.1510 / 0.1510 Ha. Its energy relative to the best compared isomer or geometry (same formula, charge and spin) is 6.6 kcal per mole.

XYZ file:
```
102
Properties=species:S:1:pos:R:3:forces:R:3:lowdin_spin:R:1
Mn -1.431 -0.260 -0.680 0.57 0.11 1.44 2.769
C -0.197 3.699 -0.572 -0.10 0.23 0.03 -0.011
C -1.399 4.406 -0.647 0.07 -0.28 -0.03 -0.023
C -2.575 3.690 -0.733 -0.01 0.40 0.07 0.000
C -2.567 2.297 -0.714 0.27 -0.42 0.10 -0.030
N -1.388 1.612 -0.561 -0.30 2.19 -0.19 -0.027
C -0.241 2.328 -0.533 0.02 -0.20 0.09 -0.006
C -3.756 1.483 -0.889 -0.11 -0.41 -0.03 -0.008
C -4.841 1.957 -1.632 -0.04 0.04 -0.10 -0.003
C -5.927 1.159 -1.927 -0.10 0.20 -0.08 0.005
C -5.941 -0.170 -1.492 0.16 -0.08 0.10 -0.009
C -4.904 -0.655 -0.729 -0.35 0.10 -0.08 0.013
C -3.793 0.145 -0.361 -0.06 0.30 0.91 -0.002
H 0.759 4.203 -0.556 0.02 -0.04 0.00 0.000
H -1.406 5.489 -0.654 -0.03 0.01 -0.02 -0.002
H -3.519 4.215 -0.804 -0.02 -0.08 0.01 0.001
H 0.675 1.748 -0.531 0.03 -0.01 -0.01 0.001
H -4.817 2.968 -2.025 0.05 -0.02 -0.02 -0.001
H -6.747 1.556 -2.515 0.03 -0.01 -0.03 0.001
H -6.768 -0.817 -1.764 0.01 -0.02 0.02 -0.001
H -4.923 -1.680 -0.377 0.03 0.00 0.02 0.001
C 1.074 1.749 7.047 0.00 -0.04 -0.01 0.000
C 0.993 2.685 6.026 0.01 0.06 0.05 0.000
C 0.982 2.270 4.702 0.05 -0.04 -0.09 0.000
C 1.074 0.920 4.365 -0.22 -0.07 -0.20 0.003
C 1.122 -0.008 5.403 0.02 -0.04 -0.06 0.000
C 1.131 0.399 6.730 0.00 0.06 0.06 0.000
Sb 0.892 0.361 2.255 0.48 -0.08 0.27 0.007
C 1.664 -1.648 2.487 -0.21 0.18 -0.10 -0.001
C 2.774 -1.973 3.264 0.02 0.02 0.00 0.000
C 3.207 -3.287 3.354 0.03 -0.04 0.02 0.000
C 2.542 -4.292 2.660 0.00 0.01 0.00 0.000
C 1.458 -3.975 1.857 0.02 -0.06 0.01 0.000
C 1.026 -2.657 1.772 -0.01 0.05 -0.04 -0.003
C 2.843 1.152 1.717 -0.24 -0.04 0.05 0.001
C 3.744 0.363 1.006 -0.01 0.02 0.01 0.000
C 4.956 0.886 0.578 0.04 -0.02 0.10 0.000
C 5.278 2.208 0.847 0.04 -0.04 0.02 0.000
C 4.378 3.008 1.534 0.00 0.11 0.00 0.000
C 3.165 2.484 1.959 0.01 -0.07 0.02 0.000
H 1.074 2.069 8.083 0.01 0.00 0.00 0.000
H 0.926 3.740 6.263 0.00 0.00 -0.02 0.000
H 0.890 3.014 3.918 -0.04 0.03 0.07 0.000
H 1.144 -1.066 5.177 0.02 -0.05 0.00 0.000
H 1.175 -0.341 7.521 -0.01 -0.01 -0.01 0.000
H 3.319 -1.193 3.784 -0.03 0.01 0.04 0.000
H 4.070 -3.535 3.962 0.00 0.03 0.00 0.000
H 2.885 -5.317 2.736 -0.01 0.00 -0.02 0.000
H 0.947 -4.746 1.293 0.00 0.02 -0.01 0.000
H 0.195 -2.402 1.122 0.00 -0.08 -0.01 -0.003
H 3.493 -0.661 0.765 0.04 0.00 -0.05 0.000
H 5.634 0.264 0.006 -0.01 0.01 -0.01 0.000
H 6.217 2.620 0.496 0.00 0.01 -0.01 0.000
H 4.612 4.050 1.723 0.00 -0.01 0.02 0.000
H 2.466 3.123 2.488 0.06 0.04 -0.04 0.000
C 3.950 3.032 -7.411 -0.03 -0.04 0.12 0.000
C 3.426 2.383 -6.153 0.07 0.05 -0.03 0.000
C 2.204 1.725 -6.120 0.01 0.00 -0.04 0.000
C 1.742 1.075 -4.979 -0.01 0.07 -0.07 0.000
C 0.392 0.421 -4.994 0.05 -0.01 -0.06 0.000
C 2.532 1.059 -3.812 0.12 0.09 0.19 0.002
Se 1.979 0.040 -2.301 0.02 -0.12 0.30 0.008
C 3.744 1.785 -3.815 -0.04 0.07 -0.19 0.001
C 4.607 1.918 -2.588 -0.12 -0.05 -0.05 0.000
C 4.168 2.418 -4.980 -0.07 0.00 0.01 0.000
H 3.208 2.996 -8.210 0.00 0.01 -0.01 0.000
H 4.851 2.520 -7.763 -0.01 0.03 -0.06 0.000
H 4.216 4.078 -7.237 0.00 0.01 -0.04 0.000
H 1.586 1.718 -7.015 -0.01 -0.03 0.01 0.000
H -0.052 0.450 -5.992 0.01 0.04 -0.01 0.000
H -0.277 0.930 -4.296 -0.03 -0.08 0.04 0.000
H 0.443 -0.614 -4.655 -0.05 -0.01 0.03 0.000
H 4.057 1.601 -1.706 -0.01 0.02 -0.05 0.000
H 4.929 2.956 -2.457 0.05 -0.03 -0.02 0.000
H 5.500 1.290 -2.668 0.00 -0.01 0.04 0.000
H 5.112 2.961 -4.966 0.00 -0.01 0.01 0.000
O -1.567 -2.494 -3.946 0.01 0.03 0.00 0.020
C -1.658 -2.443 -2.732 -0.21 -0.12 0.08 0.016
O -1.330 -1.444 -1.989 0.17 -1.88 -1.68 0.024
C -2.233 -3.634 -1.977 0.03 0.05 0.09 0.000
C -2.825 -4.666 -2.695 0.04 0.01 -0.04 0.001
C -3.358 -5.764 -2.038 -0.03 -0.03 0.00 0.000
C -3.290 -5.846 -0.653 0.00 0.00 0.03 0.001
C -2.714 -4.812 0.071 -0.02 -0.06 0.09 0.000
C -2.197 -3.707 -0.587 -0.05 0.05 -0.14 0.001
H -2.860 -4.580 -3.774 0.02 0.00 0.01 0.000
H -3.839 -6.556 -2.603 0.04 -0.01 -0.02 0.000
H -3.696 -6.709 -0.137 -0.02 0.01 -0.01 0.000
H -2.682 -4.852 1.154 -0.01 0.02 -0.01 0.000
H -1.797 -2.872 -0.027 0.03 -0.01 0.06 0.000
C -2.827 -0.349 0.629 -0.50 0.29 -0.72 0.036
C -3.275 -0.846 1.874 0.39 -0.23 -0.23 0.032
C -2.370 -1.516 2.753 0.04 -0.01 -0.06 0.047
C -2.752 -2.006 3.981 -0.08 0.03 0.04 0.005
C -4.064 -1.853 4.435 -0.02 -0.09 0.12 0.073
C -4.970 -1.176 3.616 0.08 -0.03 0.04 0.005
C -4.599 -0.681 2.383 -0.02 0.02 0.03 0.045
H -1.349 -1.638 2.406 -0.06 -0.06 0.08 0.003
H -2.028 -2.517 4.609 0.05 0.00 -0.04 -0.002
H -4.368 -2.248 5.398 0.00 0.03 0.00 0.006
H -5.988 -1.031 3.966 -0.02 0.03 -0.05 -0.002
H -5.325 -0.138 1.792 -0.01 -0.01 -0.02 0.003
```
Forces are in eV/Å.

---

> What is the formula in the third record?

C52H44MnNO2SbSe

---

> Which of these has the highest net charge?

C50H36Cl3CoF4N10S4Si